No. 1
{
  "formula": "C5H13N2",
  "method": "ωB97M-V/def2-TZVPD",
  "species": ["C", "C", "C", "C", "N", "C", "N", "H", "H", "H", "H", "H", "H", "H", "H", "H", "H", "H", "H", "H"],
  "coordinates": [[0.072, -1.654, -1.642], [0.024, -2.097, -0.201], [-0.092, -1.003, 0.852], [1.050, 0.008, 0.844], [0.798, 1.211, -0.013], [-0.324, 1.812, -0.284], [-1.398, 1.892, 0.480], [0.970, -1.090, -1.890], [-0.830, -1.127, -1.952], [0.110, -2.539, -2.281], [0.871, -2.754, 0.041], [-0.794, -2.796, -0.003], [-0.170, -1.413, 1.866], [-1.103, -0.587, 0.779], [1.204, 0.417, 1.848], [1.959, -0.470, 0.488], [1.623, 1.563, -0.485], [-0.337, 2.342, -1.234], [-1.655, 1.201, 1.169], [-2.160, 2.397, 0.049]],
  "mulliken_charge": [-1.11, -0.57, -0.60, -0.62, -0.09, 0.03, -0.31, 0.29, 0.27, 0.38, 0.33, 0.37, 0.35, 0.29, 0.32, 0.44, 0.27, 0.38, 0.29, 0.27],
  "molar_mass_g_mol": 101.173,
  "relative_energy_kcal_mol": 27.2,
  "smiles": "CCCC/[NH+]=C\\N",
  "total_charge": 1,
  "largest_force_ev_per_a": 1.61,
  "e_homo_ev": -14.84
}



No. 2
{
  "formula": "C5H13N2",
  "method": "ωB97M-V/def2-TZVPD",
  "species": ["C", "C", "C", "C", "N", "C", "N", "H", "H", "H", "H", "H", "H", "H", "H", "H", "H", "H", "H", "H"],
  "coordinates": [[-0.657, 0.292, -1.513], [-0.219, 1.725, -1.087], [0.247, 0.500, -0.218], [-0.321, 0.329, 1.052], [0.565, 0.087, 2.138], [1.681, 0.082, -0.595], [-1.162, -2.306, -0.073], [-1.717, 0.187, -1.328], [-0.200, -0.396, -2.198], [-1.058, 2.232, -0.535], [0.347, 2.189, -1.864], [-1.210, 0.948, 1.339], [0.665, 0.887, 2.775], [0.006, -0.625, 2.620], [1.880, 0.075, -1.685], [1.972, -0.885, -0.144], [2.444, 0.717, -0.098], [-1.991, -2.687, 0.351], [-0.810, -1.497, 0.457], [-0.418, -3.014, -0.082]],
  "mulliken_charge": [-0.58, -0.67, 1.18, -0.57, -0.49, -1.34, -0.56, 0.30, 0.32, 0.24, 0.34, 0.38, 0.31, 0.31, 0.40, 0.34, 0.35, 0.27, 0.21, 0.27],
  "molar_mass_g_mol": 101.173,
  "relative_energy_kcal_mol": 125.7,
  "total_charge": 1,
  "largest_force_ev_per_a": 5.33,
  "e_homo_ev": -14.07
}



No. 3
{
  "formula": "C5H13N2",
  "method": "ωB97M-V/def2-TZVPD",
  "species": ["C", "C", "C", "C", "C", "N", "N", "H", "H", "H", "H", "H", "H", "H", "H", "H", "H", "H", "H", "H"],
  "coordinates": [[2.342, 1.345, -0.227], [-1.196, 0.909, 0.123], [-1.827, -1.328, -0.877], [0.258, -1.077, 0.552], [-1.189, -0.603, 0.362], [2.123, 2.530, -0.681], [0.674, -1.927, 1.347], [3.374, 1.256, 0.019], [-2.094, 1.116, -0.361], [-0.373, 1.187, -0.536], [-1.301, 1.381, 1.094], [-1.970, -2.420, -0.834], [-1.044, -0.990, -1.545], [-2.879, -0.969, -0.879], [0.994, -0.631, -0.207], [-1.690, -1.003, 1.241], [2.854, 3.228, -0.833], [0.015, -2.469, 1.967], [1.652, -2.459, 1.276], [1.277, 2.923, -1.001]],
  "mulliken_charge": [-0.35, -1.20, -1.21, 0.07, 0.14, -0.19, -0.22, 0.19, 0.45, 0.19, 0.39, 0.32, 0.37, 0.36, 0.19, 0.43, 0.24, 0.31, 0.35, 0.19],
  "molar_mass_g_mol": 101.173,
  "relative_energy_kcal_mol": 105.9,
  "total_charge": 1,
  "largest_force_ev_per_a": 6.39,
  "e_homo_ev": -12.12
}



No. 4
{
  "formula": "C5H13N2",
  "method": "ωB97M-V/def2-TZVPD",
  "species": ["C", "N", "C", "N", "H", "H", "H", "H", "H", "H", "H", "C", "C", "C", "H", "H", "H", "H", "H", "H"],
  "coordinates": [[-0.571, 1.868, 0.336], [-2.767, -0.379, -1.522], [-1.844, 0.500, -1.212], [-1.809, 1.197, -0.106], [-0.846, 2.776, 0.862], [0.003, 2.146, -0.547], [0.006, 1.215, 0.988], [-3.415, -0.765, -0.851], [-2.720, -0.844, -2.415], [-1.090, 0.706, -1.961], [-2.420, 0.883, 0.639], [1.885, -1.385, -0.441], [1.833, -1.354, 1.054], [2.150, -0.318, 1.819], [0.894, -1.191, -0.852], [2.583, -0.663, -0.853], [2.169, -2.376, -0.788], [1.415, -2.233, 1.536], [2.004, -0.392, 2.891], [2.539, 0.609, 1.424]],
  "mulliken_charge": [-0.70, -0.33, 0.25, -0.20, 0.30, 0.34, 0.24, 0.23, 0.26, 0.35, 0.26, -0.89, 0.22, -0.97, 0.04, 0.33, 0.35, 0.31, 0.27, 0.34],
  "molar_mass_g_mol": 101.173,
  "relative_energy_kcal_mol": 40.8,
  "total_charge": 1,
  "largest_force_ev_per_a": 1.12,
  "e_homo_ev": -12.65
}



no.,gap between HOMO and LUMO (eV)
1,11.10
2,7.29
3,8.36
4,8.93